1.
Molecular formula: C2H10NO2
Method: DFT, the ωB97M-V functional and the def2-TZVPD basis

The geometry in ORCA input format:
```
! wB97M-V def2-TZVPD RIJCOSX def2/J DEFGRID3
* xyz 1 1
C -1.860 -0.393 0.233
C -1.570 -0.785 -2.150
N -1.063 -0.610 -0.994
H -1.963 0.678 0.447
H -2.830 -0.865 0.091
H -1.200 -0.719 1.050
H -2.649 -0.786 -2.236
H -0.845 -1.182 -2.857
H -0.040 -0.640 -0.738
H 2.156 2.201 2.570
H 3.460 1.811 2.557
O 2.639 1.450 2.174
H 1.803 -0.020 0.756
H 2.356 0.057 -0.724
O 1.605 -0.196 -0.180
*
```

The energy above the lowest of the compared OMol25 structures with the same formula, charge and spin comes out at 22.17 kcal/mol. Its LUMO energy is -0.173 hartree. Its total energy is -7814.049 eV.

Mulliken population analysis, charges in e, atoms 1 to 5: number 1, C, carries -0.77; number 2, C, carries -0.06; number 3, N, carries 0.14; number 4, H, carries 0.33; number 5, H, carries 0.34



2.
Molecular formula: C3H18O6
Method: DFT, the ωB97M-V functional and the def2-TZVPD basis

The geometry in ORCA input format:
```
! wB97M-V def2-TZVPD RIJCOSX def2/J DEFGRID3
* xyz 0 1
C -3.397 -1.499 -1.306
O -2.751 -0.240 -1.239
H -4.284 -1.536 -0.664
H -3.689 -1.661 -2.340
H -2.733 -2.313 -0.992
H -2.196 -0.225 -0.451
C 3.095 1.161 2.340
O 2.283 0.560 1.321
H 2.603 0.972 3.288
H 4.080 0.695 2.371
H 3.191 2.233 2.170
H 2.849 0.413 0.558
C 0.776 2.479 -1.367
O 0.518 3.754 -1.973
H 1.272 1.787 -2.057
H 1.435 2.674 -0.526
H -0.153 2.011 -1.033
H -0.129 3.639 -2.674
O -2.030 -1.282 2.405
H -1.476 -1.007 1.653
H -2.938 -1.121 2.133
O -0.244 -0.501 0.296
H 0.142 -1.374 0.107
H 0.508 0.084 0.459
O 0.960 -2.950 -0.596
H 1.874 -3.211 -0.739
H 0.434 -3.541 -1.145
*
```

The energy above the lowest of the compared OMol25 structures with the same formula, charge and spin comes out at 39.78 kcal/mol. Its LUMO energy is 0.006 hartree. Its structure (SMILES) is CO.CO.CO.O.O.O. Its total energy is -15686.854 eV.

Mulliken population analysis, charges in e, atoms 1 to 5: number 1, C, carries -0.56; number 2, O, carries -0.50; number 3, H, carries 0.25; number 4, H, carries 0.25; number 5, H, carries 0.22